Entry 1:
Here is one molecule with the formula C5H8N2 in a non-equilibrium geometry from OMol25. Energies are from ωB97M-V with the def2-TZVPD basis set.

## Properties
LUMO energy (eV): 0.8
SMILES: C[C@@]1(CC#N)CN1
ΔE to the lowest compared entry with this formula, charge and spin (kJ/mol): 145.8
Total charge: 0
Frontier orbital gap (eV): 10.81
Highest occupied orbital energy (eV): -10.000

XYZ file:
```
15
C5H8N2 | OMol25 | ωB97M-V with the def2-TZVPD basis set
C 0.7046 -1.1972 -0.4284
C 0.0901 -0.0025 0.2680
C -0.4070 1.1674 -0.6053
C -0.2836 1.0514 -2.0611
N -0.4512 0.9810 -3.2039
C -0.6398 -0.2152 1.5399
N 0.6781 0.4166 1.5425
H 0.0615 -1.5725 -1.2299
H 1.6755 -0.9431 -0.8704
H 0.8627 -2.0127 0.2874
H 0.0260 2.1044 -0.2371
H -1.4982 1.2576 -0.5577
H -0.7471 -1.2359 1.9023
H -1.4574 0.4518 1.8073
H 1.3857 -0.2510 1.8464
```

=====

Entry 2:
Here is one molecule with the formula C5H8N2 in a non-equilibrium geometry from OMol25. Energies are from ωB97M-V with the def2-TZVPD basis set.

## Properties
LUMO energy (eV): 0.9
SMILES: Cc1nc[nH]c1C
ΔE to the lowest compared entry with this formula, charge and spin (kJ/mol): 42.3
Total charge: 0
Frontier orbital gap (eV): 9.12
Highest occupied orbital energy (eV): -8.221

XYZ file:
```
15
C5H8N2 | OMol25 | ωB97M-V with the def2-TZVPD basis set
C 0.5030 -1.9366 0.4405
C -0.3529 -0.7543 0.0870
N -1.6193 -0.8573 -0.4051
C -1.9731 0.3351 -0.7896
N -0.9944 1.2108 -0.5720
C 0.0624 0.5265 0.0035
C 1.3186 1.1894 0.3641
H 0.6953 -1.8144 1.4734
H -0.2075 -2.7262 0.4723
H 1.3757 -1.9325 -0.1852
H -2.8390 0.6820 -1.2082
H -0.9268 2.1302 -0.8691
H 1.0856 2.1843 0.6503
H 1.8813 0.5111 1.0496
H 1.9911 1.2518 -0.5115
```

=====

Entry 3:
Here is one molecule with the formula C5H8N2 in a non-equilibrium geometry from OMol25. Energies are from ωB97M-V with the def2-TZVPD basis set.

## Properties
LUMO energy (eV): 0.5
SMILES: C=C(C)N=C=NC
ΔE to the lowest compared entry with this formula, charge and spin (kJ/mol): 269.2
Total charge: 0
Frontier orbital gap (eV): 8.57
Highest occupied orbital energy (eV): -8.109

XYZ file:
```
15
C5H8N2 | OMol25 | ωB97M-V with the def2-TZVPD basis set
C -1.6143 -1.1862 0.6284
C -1.4312 0.0385 0.1338
C -2.5943 0.9296 -0.1487
N -0.1297 0.6205 -0.1267
C 1.0886 0.2924 0.0269
N 2.2516 0.6016 0.1351
C 3.5488 0.1949 0.1037
H -0.8446 -2.0134 0.6565
H -2.5814 -1.3862 1.0088
H -2.4334 1.7851 0.4276
H -2.5507 1.3071 -1.1114
H -3.4335 0.4186 0.1937
H 4.1244 1.0527 0.4973
H 3.8810 0.0519 -0.8716
H 3.7187 -0.7813 0.7102
```

=====

Entry 4:
Here is one molecule with the formula C5H8N2 from OMol25. Energies are from ωB97M-V with the def2-TZVPD basis set.

## Properties
LUMO energy (eV): 1.0
SMILES: Cn1ccc(N)c1
ΔE to the lowest compared entry with this formula, charge and spin (kJ/mol): 46.8
Total charge: 0
Frontier orbital gap (eV): 8.50
Highest occupied orbital energy (eV): -7.452

XYZ file:
```
15
C5H8N2 | OMol25 | ωB97M-V with the def2-TZVPD basis set
C -1.8996 -1.2552 -0.3560
N -0.8856 -0.2503 -0.1404
C -0.5648 0.7547 -1.0043
C 0.6523 1.2796 -0.6404
C 1.1034 0.5416 0.4926
N 2.2898 0.7680 1.2179
C 0.1351 -0.3903 0.7778
H -1.4318 -2.2106 -0.6177
H -2.5127 -1.3967 0.5396
H -2.5464 -0.9461 -1.1796
H -1.2322 1.0206 -1.8141
H 1.1603 2.1096 -1.1152
H 3.0102 1.1844 0.6425
H 2.6506 -0.0849 1.6273
H 0.0714 -1.1242 1.5701
```

=====

Entry 5:
Here is one molecule with the formula C5H8N2 in a non-equilibrium geometry from OMol25. Energies are from ωB97M-V with the def2-TZVPD basis set.

## Properties
LUMO energy (eV): -0.3
ΔE to the lowest compared entry with this formula, charge and spin (kJ/mol): 425.6
Total charge: 0
Frontier orbital gap (eV): 8.02
Highest occupied orbital energy (eV): -8.290

XYZ file:
```
15
C5H8N2 | OMol25 | ωB97M-V with the def2-TZVPD basis set
C -2.7707 -0.1973 -0.0860
N -1.3517 0.2527 -0.0992
C -0.6093 -0.2072 0.8689
N 0.7024 -0.1015 0.9823
C 1.4089 0.3393 -0.1213
C 2.8837 -0.0409 -0.1132
C 0.5939 0.9460 -0.9520
H -3.0540 -0.7117 -1.0127
H -2.9577 -0.9183 0.7305
H -3.4872 0.6232 0.0583
H -1.0593 -0.7846 1.6720
H 3.3189 0.2460 0.8502
H 2.9486 -1.1382 -0.1610
H 3.4889 0.3718 -0.9239
H -0.0554 1.3207 -1.6927
```

=====

Entry 6:
Here is one molecule with the formula C5H8N2 in a non-equilibrium geometry from OMol25. Energies are from ωB97M-V with the def2-TZVPD basis set.

## Properties
LUMO energy (eV): 0.9
SMILES: [H]/N=C1\CC=CN1C
ΔE to the lowest compared entry with this formula, charge and spin (kJ/mol): 218.0
Total charge: 0
Frontier orbital gap (eV): 8.65
Highest occupied orbital energy (eV): -7.728

XYZ file:
```
15
C5H8N2 | OMol25 | ωB97M-V with the def2-TZVPD basis set
H 0.9895 -0.9870 -2.4102
N 0.8059 -1.2547 -1.4418
C 0.3640 -0.2308 -0.7985
C -0.2265 1.0607 -1.2361
C -0.5159 1.8375 0.0008
C -0.4052 0.9647 1.0180
N 0.0252 -0.2690 0.5527
C 0.2775 -1.4598 1.3097
H 0.0245 1.5810 -2.1613
H -0.9448 0.0719 -1.4446
H -0.7950 2.8839 0.0805
H -0.6513 1.0842 2.0692
H 1.2234 -1.8695 0.9519
H 0.3347 -1.2071 2.3688
H -0.5061 -2.2059 1.1409
```

=====

Entry 7:
Here is a 2-piece molecular cluster, C5H8N2 overall in a non-equilibrium geometry from OMol25. Energies are from ωB97M-V with the def2-TZVPD basis set.

## Properties
LUMO energy (spin up / spin down) (eV): -0.5 / -0.5
ΔE to the lowest compared entry with this formula, charge and spin (kJ/mol): 605.0
Total charge: 0
Frontier orbital gap (spin up / spin down) (eV): 8.45 / 8.12
Highest occupied orbital energy (spin up / spin down) (eV): -8.948 / -8.576

XYZ file:
```
15
C5H8N2 | OMol25 | ωB97M-V with the def2-TZVPD basis set
C 1.5901 0.1620 -0.0449
C 2.8289 0.6384 -0.0303
C -1.3997 0.2899 0.6162
C -1.6025 -1.1421 0.2564
C -0.6373 0.8197 -0.6267
N -1.1436 -1.2550 -1.1122
N -0.6852 -0.1226 -1.5619
H 1.3139 -0.9136 0.0512
H -0.3911 1.8186 -0.9889
H 2.9250 1.7374 -0.2065
H 3.6413 -0.0264 0.2052
H -2.3573 0.8348 0.8266
H -0.5510 0.4234 1.3896
H -0.8180 -1.8747 0.7249
H -2.7134 -1.3898 0.5013
```

=====

Entry 8:
Here is C5H8N2 as an isolated structure in a non-equilibrium geometry from OMol25. Energies are from ωB97M-V with the def2-TZVPD basis set.

## Properties
LUMO energy (spin up / spin down) (eV): 0.1 / 0.1
ΔE to the lowest compared entry with this formula, charge and spin (kJ/mol): 284.1
Total charge: 0
Frontier orbital gap (spin up / spin down) (eV): 9.07 / 9.06
Highest occupied orbital energy (spin up / spin down) (eV): -8.943 / -8.942

XYZ file:
```
15
C5H8N2 | OMol25 | ωB97M-V with the def2-TZVPD basis set
C -0.7361 -0.7646 1.0220
C 0.6800 0.1680 -0.8925
C 1.9022 0.5956 -0.0783
C -0.5967 0.2579 -0.0769
N -1.2220 1.3908 -0.0529
C -1.8717 -1.3051 0.0415
N -2.7835 -1.8939 -0.3359
H -2.2386 1.3375 -0.0282
H 0.0837 -1.4766 1.1108
H -1.2184 -0.3901 1.9237
H 0.8097 -0.8564 -1.2518
H 0.5637 0.8198 -1.7585
H 1.7693 1.6053 0.3043
H 2.7944 0.5759 -0.7011
H 2.0642 -0.0642 0.7736
```